The following is a DFT calculation (ωB97M-V/def2-TZVPD) of the molecule C3H6O3.

Relative energy (zero: lowest compared OMol25 entry of this formula, charge and spin): 28.3 kcal per mole
E_HOMO: -10.3 eV
SMILES string: C[C@@H](O)C(=O)O
LUMO: 0.40 eV

```
! wB97M-V def2-TZVPD RIJCOSX def2/J DEFGRID3
* xyz 0 1
C 0.74848 -1.17277 0.36614
C -1.31375 0.15130 -0.10221
C 0.09029 0.45284 0.31375
O -1.88321 -0.81159 0.37392
O -1.71032 0.69301 -1.25322
O 0.67160 1.40118 -0.55593
H -1.04732 1.35648 -1.52223
H 1.52047 1.67623 -0.19544
H 0.12463 0.75881 1.36309
H 0.55999 -1.49347 1.38396
H 0.42210 -1.92999 -0.34033
H 1.81706 -1.08204 0.16850
*
```

The following is a DFT calculation (ωB97M-V/def2-TZVPD) of the molecule C3H6O3.

Relative energy (zero: lowest compared OMol25 entry of this formula, charge and spin): 44.5 kcal per mole
E_HOMO: -10.4 eV
SMILES string: O=CCOCO
LUMO: 0.14 eV

```
! wB97M-V def2-TZVPD RIJCOSX def2/J DEFGRID3
* xyz 0 1
O -1.33510 0.84961 1.01712
C -1.16381 -0.31736 0.73633
C 0.22375 -0.96562 0.73074
O 1.03758 -0.62435 -0.37417
C 0.63457 0.48502 -1.15084
O 0.82647 1.71376 -0.54505
H 0.15019 1.81273 0.14530
H -0.41767 0.33738 -1.44838
H -2.02991 -0.95581 0.46993
H 0.11726 -2.05575 0.72534
H 0.70822 -0.67302 1.67313
H 1.26293 0.45130 -2.04190
*
```

The following is a DFT calculation (ωB97M-V/def2-TZVPD) of a cluster of 2 separate species, C3H6O3 in total.

Relative energy (zero: lowest compared OMol25 entry of this formula, charge and spin): 59.3 kcal per mole
E_HOMO: -9.0 eV
SMILES string: C=CO.O=CO
LUMO: 0.56 eV

```
! wB97M-V def2-TZVPD RIJCOSX def2/J DEFGRID3
* xyz 0 1
C -2.51234 0.59597 -0.04733
C -1.88368 0.86487 -1.24541
O -0.54097 1.26231 -1.07052
H -3.54664 0.19741 0.12639
H -1.86000 0.62126 0.80799
H -2.34854 1.14674 -2.23806
H -0.25197 1.84329 -1.84744
O 3.28864 -2.55729 1.64971
C 2.87215 -1.64228 0.97339
O 1.60430 -1.06357 1.20301
H 3.47556 -1.13440 0.21244
H 1.70349 -0.13431 1.47581
*
```

The following is a DFT calculation (ωB97M-V/def2-TZVPD) of a cluster of 2 separate species, C3H6O3 in total.

Relative energy (zero: lowest compared OMol25 entry of this formula, charge and spin): 5.3 kcal per mole
E_HOMO: -10.7 eV
SMILES string: O=C=O.CCO
LUMO: 0.70 eV

```
! wB97M-V def2-TZVPD RIJCOSX def2/J DEFGRID3
* xyz 0 1
C 0.47196 0.31085 0.30413
C 1.85806 -0.08721 -0.18154
C -2.73008 0.16310 -0.09040
O -0.53982 -0.35591 -0.43202
O -2.95367 -0.97645 0.04484
O -2.66789 1.31309 -0.11089
H -0.70174 -1.30881 -0.12989
H 0.37509 0.11526 1.38077
H 0.27638 1.37161 0.13056
H 1.92448 0.01363 -1.26308
H 2.07729 -1.12071 0.08496
H 2.60993 0.56157 0.26256
*
```

The following is a DFT calculation (ωB97M-V/def2-TZVPD) of the molecule C3H6O3.

Relative energy (zero: lowest compared OMol25 entry of this formula, charge and spin): 32.7 kcal per mole
E_HOMO: -11.0 eV
SMILES string: COC(=O)OC
LUMO: 0.87 eV

```
! wB97M-V def2-TZVPD RIJCOSX def2/J DEFGRID3
* xyz 0 1
C -2.30947 -0.09524 0.00193
C -0.00946 0.07601 -0.09076
C 2.32123 -0.08096 0.02358
H -3.02557 -0.56295 -0.74200
H -2.70904 -0.33394 1.00469
H -2.16351 0.99404 -0.04936
H 2.19996 0.86589 0.72192
H 2.96699 -1.01920 0.51877
H 2.73958 0.28820 -1.01137
O -1.07304 -0.68669 -0.11325
O 0.00361 1.29227 -0.11557
O 1.05871 -0.73744 -0.14858
*
```

The following is a DFT calculation (ωB97M-V/def2-TZVPD) of the molecule C3H6O3.

Relative energy (zero: lowest compared OMol25 entry of this formula, charge and spin): 52.7 kcal per mole
E_HOMO: -10.3 eV
SMILES string: O=COCCO
LUMO: 0.82 eV

```
! wB97M-V def2-TZVPD RIJCOSX def2/J DEFGRID3
* xyz 0 1
C 0.29181 -1.02638 -0.77122
C -0.61647 -0.53465 0.30897
C -0.25032 1.73744 0.49631
H 1.51552 -0.17240 0.44485
H 0.12808 -0.40639 -1.69154
H 0.10471 -2.04589 -1.05351
H -1.74926 -0.38639 0.13820
H -0.53874 -1.24580 1.06916
H 0.37479 2.61990 0.87544
O 1.71325 -0.96662 -0.33872
O -0.00916 0.51638 0.97974
O -0.96420 1.91080 -0.45769
*
```

The following is a DFT calculation (ωB97M-V/def2-TZVPD) of a structure of composition C3H6O3PS.

Relative energy (zero: lowest compared OMol25 entry of this formula, charge and spin): 27.6 kcal per mole
E_HOMO: -3.1 eV
LUMO: 4.03 eV

```
! wB97M-V def2-TZVPD RIJCOSX def2/J DEFGRID3
* xyz -1 1
C 1.30453 1.47011 0.82548
C 1.04280 1.17584 -0.46031
C 0.08997 0.25970 -0.93532
O -1.71556 1.16918 0.94737
O -2.49848 -0.17272 -0.87800
O -1.20059 -1.28221 0.75100
P 0.25434 -2.01487 0.30693
S -1.37452 0.11362 -0.02815
H 2.17872 2.05331 0.86580
H 0.77509 1.17068 1.58903
H 1.69131 1.78382 -1.23143
H -0.19292 0.26883 -1.93777
H 0.01354 -3.24021 0.95789
H -0.36824 -2.75508 -0.77252
*
```

The following is a DFT calculation (ωB97M-V/def2-TZVPD) of a cluster of 2 separate species, C3H6O3S in total.

Relative energy (zero: lowest compared OMol25 entry of this formula, charge and spin): 13.0 kcal per mole
E_HOMO: 0.5 eV
LUMO: 6.22 eV

```
! wB97M-V def2-TZVPD RIJCOSX def2/J DEFGRID3
* xyz -2 1
O 0.57768 0.50966 -1.79736
C -0.56013 0.90924 -1.42806
O -1.44009 1.46260 -2.13149
C -0.83097 0.84070 0.10635
C -0.71152 -0.55545 0.80605
S 0.13213 -0.40094 2.45222
H -1.80159 1.27624 0.31957
H -0.01640 1.42267 0.53104
H -1.72459 -0.92683 0.96738
H -0.23861 -1.28521 0.14526
H 1.47426 -1.53708 -0.94744
H 2.44624 -2.02299 0.15830
O 2.23573 -2.14024 -0.78464
*
```

The following is a DFT calculation (ωB97M-V/def2-TZVPD) of a cluster of 2 separate species, C3H6O3S in total.

Relative energy (zero: lowest compared OMol25 entry of this formula, charge and spin): 6.9 kcal per mole
E_HOMO: 0.5 eV
LUMO: 6.16 eV

```
! wB97M-V def2-TZVPD RIJCOSX def2/J DEFGRID3
* xyz -2 1
O 0.39994 -1.31263 -0.85375
C 0.92791 -0.17481 -1.09250
O 1.57067 0.05436 -2.13950
C 0.83608 0.93447 -0.02168
C -0.04001 0.63299 1.17721
S 0.34983 1.85755 2.57036
H 0.62217 1.88357 -0.50901
H 1.89422 0.96486 0.26444
H -1.11075 0.64988 0.96123
H 0.13750 -0.38981 1.49663
H -2.20398 -1.16482 -0.20536
H -1.19554 -1.98956 -0.87437
O -2.18806 -1.94604 -0.77370
*
```

The following is a DFT calculation (ωB97M-V/def2-TZVPD) of the molecule C3H6O3S.

Relative energy (zero: lowest compared OMol25 entry of this formula, charge and spin): 15.8 kcal per mole
E_HOMO: -9.2 eV
LUMO: 0.56 eV

```
! wB97M-V def2-TZVPD RIJCOSX def2/J DEFGRID3
* xyz 0 1
C 0.81031 0.29320 0.54424
C -0.22413 1.41537 0.64074
C 0.29711 -0.76251 -0.43898
O -1.94733 -1.70639 0.53826
O -1.54090 0.79954 0.42558
O 0.84500 -0.64570 -1.74753
S -1.61725 -0.58454 -0.38950
H 1.70055 0.71920 -0.01875
H 1.02631 -0.14232 1.45432
H -0.24020 1.93483 1.58596
H -0.15724 1.94655 -0.29754
H 0.35634 -1.76643 -0.14412
H 0.69142 -1.50080 -2.15268
*
```